[1]
{"formula": "CH2N2O2", "method": "the ωB97M-V functional and the def2-TZVPD basis", "symbols": ["C", "N", "N", "O", "O", "H", "H"], "positions_angstrom": [[0.95795, -1.16008, 0.83060], [0.47748, -1.30479, -0.41952], [1.24581, -0.18775, -0.03737], [1.10176, -1.46612, 1.95767], [0.37815, 0.96271, 0.02778], [-0.96919, -0.76463, -0.04969], [0.92965, 1.77354, -0.21437]], "lumo_ha": [-0.03589, -0.03592], "e_homo_ha": [-0.3620, -0.3620], "energy_ev": -8138.0485, "orbital_gap_ev": [8.87, 8.87], "relative_energy_kcal_mol": 168.9}



[2]
{"formula": "C20H36F3IN3O5P2", "method": "the ωB97M-V functional and the def2-TZVPD basis", "symbols": ["O", "C", "I", "C", "P", "C", "O", "C", "F", "F", "F", "O", "C", "C", "C", "C", "C", "C", "C", "C", "C", "C", "O", "H", "H", "H", "H", "H", "H", "H", "H", "H", "H", "H", "H", "H", "H", "H", "H", "H", "H", "O", "P", "N", "C", "C", "N", "C", "C", "N", "C", "C", "H", "H", "H", "H", "H", "H", "H", "H", "H", "H", "H", "H", "H", "H", "H", "H", "H", "H"], "positions_angstrom": [[-1.80380, -0.63340, 2.39918], [-0.85492, -0.93728, 1.74736], [-0.05064, 0.62132, 0.43411], [-0.20525, -2.27086, 1.74496], [-0.73215, -3.42687, 0.28730], [0.96515, -3.49240, -0.58853], [1.76143, -2.25922, -0.53795], [2.04499, -1.72117, -1.71076], [2.86450, -2.49972, -2.47388], [0.97162, -1.44150, -2.47122], [2.70757, -0.56618, -1.51477], [-1.21850, -4.68688, -0.84700], [-2.33237, -5.35957, -0.34282], [-3.20235, -4.29237, 0.32181], [-4.29784, -4.93048, 1.13782], [-5.45320, -3.98790, 1.47921], [-6.28109, -3.51894, 0.30225], [-6.95031, -2.30131, 0.40556], [-7.70285, -1.80250, -0.64401], [-7.83025, -2.52630, -1.82117], [-7.19103, -3.75010, -1.92984], [-6.41888, -4.23247, -0.88377], [-2.29641, -3.52149, 1.06502], [-0.59842, -2.75671, 2.63683], [0.87689, -2.20777, 1.84855], [-0.24386, -4.52149, 1.12127], [-1.16466, -2.37184, -0.57470], [1.56353, -4.29266, -0.15049], [0.83468, -3.75946, -1.63682], [-1.95258, -5.99786, 0.47434], [-2.89251, -5.93594, -1.08236], [-3.54455, -3.64446, -0.50018], [-4.69525, -5.79363, 0.59498], [-3.89604, -5.33085, 2.07011], [-6.13047, -4.51369, 2.16135], [-5.07441, -3.11192, 2.00660], [-6.88541, -1.72357, 1.31946], [-8.19792, -0.84298, -0.56896], [-8.43125, -2.14728, -2.63664], [-7.29223, -4.33985, -2.83156], [-5.91646, -5.18529, -0.98000], [2.24806, 3.49186, -0.82597], [3.39452, 4.08919, -0.09728], [3.08790, 5.77227, -0.28582], [4.05459, 6.82708, -0.05951], [1.75438, 6.20606, 0.11894], [4.69998, 3.59207, -1.09747], [5.65860, 4.53166, -1.63890], [4.38653, 2.55593, -2.07918], [4.40083, 4.21955, 1.29733], [5.28662, 3.06458, 1.56765], [3.58290, 4.40727, 2.52339], [4.29664, 6.98672, 1.00202], [3.64684, 7.76462, -0.44573], [4.98227, 6.66166, -0.59562], [1.66758, 6.35774, 1.20451], [1.00718, 5.47377, -0.18062], [1.50315, 7.15095, -0.36844], [5.20550, 5.23835, -2.34754], [6.44729, 3.98804, -2.16489], [6.16399, 5.08604, -0.84537], [3.87228, 2.95709, -2.96058], [3.76291, 1.77898, -1.64840], [5.31611, 2.08194, -2.40554], [4.74402, 2.11687, 1.61553], [5.78512, 3.22722, 2.52484], [6.06213, 2.98058, 0.81420], [2.89232, 3.57741, 2.69710], [3.00254, 5.32803, 2.45977], [4.23473, 4.50128, 3.39091]], "total_charge": -1, "lumo_ha": 0.08588, "e_homo_ha": -0.1837, "energy_ev": -70864.0074, "orbital_gap_ev": 7.34}



[3]
{"formula": "C9H14", "method": "the ωB97M-V functional and the def2-TZVPD basis", "symbols": ["C", "C", "C", "C", "C", "C", "C", "H", "H", "H", "H", "H", "H", "H", "H", "C", "C", "H", "H", "H", "H", "H", "H"], "positions_angstrom": [[1.42913, -0.02145, -1.73106], [0.13075, 0.45693, -1.25758], [-0.96494, 0.59163, -2.16809], [-2.27568, 1.05251, -1.74188], [-2.35736, 1.24621, -0.43698], [-1.30708, 1.24637, 0.51138], [-0.00222, 0.96291, 0.06799], [2.12837, -0.39927, -0.92404], [1.95690, 0.62590, -2.25217], [1.36739, -0.96126, -2.37098], [-0.81827, 0.35718, -3.18923], [-2.99462, 1.03949, -2.58758], [-3.37989, 1.32190, -0.16189], [-1.41096, 1.13656, 1.63051], [0.80946, 1.13307, 0.75322], [2.32033, -2.37273, 3.36144], [1.48173, -1.80240, 2.21712], [2.89439, -3.34885, 2.91573], [3.06422, -1.66126, 3.53070], [1.66549, -2.47430, 4.23501], [1.08242, -0.92033, 2.41991], [2.11098, -1.50232, 1.38966], [0.79618, -2.50635, 1.67722]], "lumo_ha": 0.03525, "e_homo_ha": -0.3246, "energy_ev": -9557.8910, "orbital_gap_ev": 9.79, "relative_energy_kcal_mol": 52.8}



[4]
{"formula": "C4H6NO", "method": "the ωB97M-V functional and the def2-TZVPD basis", "symbols": ["C", "C", "C", "C", "N", "O", "H", "H", "H", "H", "H", "H"], "positions_angstrom": [[-1.92107, 0.50349, 0.71354], [-0.73375, 1.13253, 0.67768], [-1.12329, -0.68743, 0.50898], [-0.24035, 0.22220, -0.35743], [1.42954, -0.02387, -0.34625], [-0.55949, 0.32808, -1.64523], [-2.92276, 0.62259, 1.17616], [-0.66315, -1.43774, 1.15788], [1.73673, 0.66065, -1.09293], [1.62754, -1.02709, -0.55040], [1.73552, 0.16266, 0.60590], [-0.30632, 1.20151, -2.18163]], "total_charge": 1, "lumo_ha": [-0.16225, -0.16226], "e_homo_ha": [-0.5105, -0.5104], "energy_ev": -7770.5433, "orbital_gap_ev": [9.47, 9.47], "relative_energy_kcal_mol": 100.4}



[5]
{"formula": "C42H54N4O2PRhSe3", "method": "the ωB97M-V functional and the def2-TZVPD basis", "symbols": ["Rh", "C", "C", "C", "C", "C", "C", "C", "Se", "C", "C", "C", "C", "C", "C", "O", "C", "C", "C", "C", "C", "C", "C", "C", "C", "O", "C", "C", "C", "C", "C", "C", "H", "H", "H", "H", "H", "H", "H", "H", "H", "H", "H", "H", "H", "H", "H", "H", "H", "H", "H", "H", "H", "H", "H", "H", "H", "H", "H", "H", "H", "H", "H", "H", "H", "H", "H", "H", "H", "H", "H", "H", "Se", "P", "Se", "C", "C", "C", "C", "C", "C", "C", "C", "C", "C", "C", "C", "H", "H", "H", "H", "H", "H", "H", "H", "H", "H", "N", "C", "N", "N", "C", "N", "H", "H", "H", "H"], "positions_angstrom": [[-1.34598, 0.02016, 0.77776], [5.13330, -1.70785, -2.55210], [4.46725, -2.98268, -2.01819], [4.50095, -4.04098, -3.11974], [5.27146, -3.50520, -0.82058], [3.03597, -2.66247, -1.57307], [2.80981, -1.71159, -0.59052], [1.50846, -1.41760, -0.21265], [1.15076, -0.07471, 1.09044], [1.44279, 1.41718, -0.05701], [2.72704, 1.74068, -0.46538], [2.90796, 2.80052, -1.33702], [1.75250, 3.45750, -1.76339], [0.45471, 3.15731, -1.35762], [0.31107, 2.11977, -0.40939], [-0.84891, 1.83385, 0.20626], [-0.67704, 3.99272, -1.99453], [-2.09656, 3.57526, -1.60993], [-0.57456, 3.86812, -3.52325], [-0.49897, 5.46362, -1.58970], [4.27853, 3.25583, -1.83762], [4.33612, 3.12754, -3.36635], [4.50585, 4.72155, -1.44251], [5.40758, 2.41649, -1.24209], [0.38773, -2.05260, -0.73337], [-0.80547, -1.76584, -0.24491], [0.59698, -3.03573, -1.72342], [1.90904, -3.29627, -2.11041], [-0.59515, -3.77871, -2.33911], [-0.15666, -4.77031, -3.41800], [-1.32649, -4.56563, -1.23974], [-1.55659, -2.77184, -2.98760], [6.15448, -1.91710, -2.88429], [5.18187, -0.93316, -1.78350], [4.57175, -1.30449, -3.39843], [5.53753, -4.23495, -3.40533], [3.96463, -3.71184, -4.01309], [4.06600, -4.98595, -2.78584], [6.29475, -3.74752, -1.12259], [4.81087, -4.40813, -0.41290], [5.32273, -2.76482, -0.01893], [3.63903, -1.18899, -0.12522], [3.56528, 1.15795, -0.10634], [1.87292, 4.26863, -2.47370], [-2.29883, 2.53033, -1.84332], [-2.79663, 4.19978, -2.17340], [-2.28071, 3.71719, -0.54964], [-0.69142, 2.82595, -3.82944], [0.38231, 4.22524, -3.90735], [-1.36562, 4.45539, -3.99790], [-0.54256, 5.56814, -0.50173], [-1.29546, 6.07317, -2.02665], [0.45798, 5.86867, -1.92526], [3.58982, 3.76110, -3.85060], [4.15130, 2.09543, -3.67311], [5.32021, 3.42628, -3.73804], [3.76129, 5.37956, -1.89592], [5.49332, 5.05600, -1.77226], [4.44634, 4.84274, -0.35834], [5.31783, 1.36396, -1.52305], [5.42874, 2.48312, -0.15101], [6.36768, 2.77827, -1.61664], [2.06599, -4.04410, -2.87348], [0.50328, -5.54548, -3.01880], [0.35412, -4.27361, -4.24764], [-1.04237, -5.26625, -3.82207], [-0.64787, -5.28372, -0.77063], [-2.16660, -5.11867, -1.67286], [-1.71213, -3.89752, -0.47005], [-1.04237, -2.19543, -3.76135], [-1.95794, -2.08065, -2.24824], [-2.39107, -3.30492, -3.45447], [-1.46937, 0.13743, 3.30813], [-3.08496, -1.38255, 3.19297], [-3.51177, -2.04070, 1.21860], [-4.54671, -0.60015, 3.97329], [-4.47729, -0.03597, 5.25100], [-5.55821, 0.65059, 5.77624], [-6.71653, 0.81023, 5.02262], [-6.78572, 0.27574, 3.74788], [-5.70627, -0.43071, 3.22455], [-2.54386, -2.73876, 4.27607], [-2.49265, -4.03811, 3.78473], [-2.02303, -5.07047, 4.59121], [-1.60739, -4.81133, 5.88684], [-1.64169, -3.51098, 6.37827], [-2.09354, -2.48006, 5.57389], [-3.57098, -0.10520, 5.83510], [-5.49505, 1.06968, 6.77255], [-7.55691, 1.35770, 5.43068], [-7.67808, 0.40703, 3.14930], [-5.75607, -0.84852, 2.22702], [-2.81584, -4.23666, 2.77056], [-1.97957, -6.07733, 4.19617], [-1.24268, -5.61598, 6.51273], [-1.30691, -3.29928, 7.38575], [-2.06198, -1.46883, 5.95515], [-4.35743, 4.85993, 2.34765], [-3.75357, 3.74257, 1.90381], [-2.45118, 3.56937, 2.17241], [-4.49234, 2.87052, 1.23658], [-3.81316, 1.82293, 0.83252], [-3.17958, 0.91672, 0.50878], [-3.83804, 5.60673, 2.76813], [-5.28816, 5.03991, 2.01639], [-1.92477, 4.23918, 2.70206], [-1.98265, 2.71761, 1.87854]], "lumo_ha": [-0.03344, -0.03627], "e_homo_ha": [-0.2624, -0.2630], "energy_ev": -262823.4652, "orbital_gap_ev": [6.23, 6.17]}